The following is a quantum chemistry calculation of 11 unconnected molecules or ions with the total composition C30H90ClO44P10 at a distorted geometry, from OMol25.

XYZ file:
```
175
Properties=species:S:1:pos:R:3:forces:R:3
Cl 8.03048 -48.86827 -11.04264 -0.439 -0.944 1.698
O 9.34118 -49.29285 -11.45004 0.308 -0.096 -0.635
O 7.17743 -48.59215 -12.16098 0.010 0.224 -0.667
O 7.42050 -49.92129 -10.23832 0.126 0.077 -0.382
O 8.16284 -47.70558 -10.20678 0.003 0.760 0.003
C -1.16521 -52.50142 -10.86058 -0.363 0.942 0.819
O -0.36460 -52.20681 -11.99019 0.465 -1.931 -2.356
P -0.24227 -53.41110 -13.12162 0.491 0.159 0.022
O -0.23601 -54.79974 -12.53413 -0.280 2.364 -1.149
O -1.41228 -53.05839 -14.23766 1.500 -1.733 1.235
C -2.25071 -54.15747 -14.70399 -1.549 0.479 0.355
O 1.10769 -52.97946 -13.94261 -3.172 -0.385 0.385
C 2.34197 -53.07781 -13.29629 1.106 -0.395 0.639
H -1.29039 -53.56587 -10.66215 0.195 0.102 -0.041
H -2.12862 -52.00269 -10.96656 -0.231 -0.251 -0.207
H -0.68095 -51.96647 -10.04362 0.050 -0.444 0.254
H -2.48917 -54.01846 -15.75846 0.545 0.075 0.019
H -3.20443 -54.05938 -14.18545 -0.172 0.350 0.040
H -2.03241 -55.20218 -14.48256 1.282 0.315 -0.010
H 3.08307 -53.26036 -14.07446 0.092 0.406 0.125
H 2.39400 -53.93727 -12.62792 -0.178 -0.101 0.089
H 2.52928 -52.18067 -12.70624 0.242 0.051 -0.217
C 14.17882 -45.42545 -6.38620 -0.083 -0.389 0.128
O 14.27694 -44.74226 -7.62128 2.403 0.671 -1.869
P 15.73663 -44.66315 -8.42555 -0.263 -0.360 -0.857
O 16.73851 -45.71661 -8.08078 -1.499 1.322 0.066
O 15.30547 -44.66917 -10.02430 0.574 0.895 2.742
C 14.36714 -45.63019 -10.49987 -0.307 -0.462 -0.529
O 16.26193 -43.13122 -8.19767 -0.811 -1.685 -0.334
C 16.69583 -42.77044 -6.85492 -0.274 0.116 -0.897
H 15.14789 -45.69726 -5.96772 0.064 0.060 -0.067
H 13.63292 -46.34445 -6.59957 -0.187 0.029 0.478
H 13.65357 -44.74574 -5.71521 -0.117 -0.338 0.132
H 13.60034 -45.13858 -11.09855 -0.015 0.290 0.298
H 13.88760 -46.19797 -9.70251 0.081 0.069 -0.003
H 14.86462 -46.30624 -11.19526 0.230 -0.103 0.265
H 17.78461 -42.72234 -6.87336 -0.116 -0.094 0.241
H 16.32230 -43.46709 -6.10441 0.150 0.021 -0.010
H 16.26507 -41.78172 -6.69689 0.152 -0.079 0.221
C 8.91316 -48.15898 -4.32939 0.123 -1.220 -0.732
O 9.44457 -47.19371 -3.45278 -0.880 1.362 2.157
P 8.41390 -46.29706 -2.49481 0.409 -0.673 -0.160
O 7.00835 -46.79221 -2.37744 2.139 0.508 0.025
O 9.26768 -46.05817 -1.10136 -0.129 -1.189 -3.203
C 8.69050 -45.64871 0.08986 -1.030 0.677 1.086
O 8.59237 -44.87361 -3.18209 -0.656 0.319 -1.584
C 8.46057 -44.77688 -4.67181 1.829 -0.594 0.040
H 7.85709 -47.97594 -4.52770 0.130 -0.276 -0.123
H 9.10833 -49.18329 -4.01187 -0.594 -0.019 0.971
H 9.51788 -48.22649 -5.23374 -0.172 1.064 -0.361
H 8.82306 -46.37835 0.88870 0.084 -0.239 -0.207
H 7.62304 -45.46435 -0.03116 -0.082 -0.035 0.089
H 9.15767 -44.72102 0.42034 0.073 0.063 -0.115
H 8.10115 -45.65561 -5.20730 -1.153 0.014 0.737
H 9.46807 -44.82810 -5.08464 0.480 0.413 0.465
H 8.06784 -43.83654 -5.05863 -0.568 -0.184 0.864
C 6.74685 -59.58226 -9.26007 0.362 -1.011 -0.168
O 6.31166 -58.44300 -8.57278 0.642 2.528 1.485
P 7.42451 -57.74902 -7.57110 0.159 -1.749 1.138
O 8.21876 -58.76537 -6.79843 -1.458 1.944 -1.077
O 8.28354 -56.85164 -8.56135 0.536 -0.093 -0.038
C 9.13703 -55.77702 -8.05952 -0.798 0.457 0.050
O 6.58599 -56.70569 -6.63689 1.437 -1.737 -0.880
C 5.69353 -55.80906 -7.25015 -0.639 0.492 -1.206
H 6.07404 -59.81828 -10.08452 -0.147 0.314 0.103
H 6.72052 -60.40214 -8.54229 0.376 -0.257 -0.275
H 7.74329 -59.41514 -9.66908 0.067 -0.303 0.014
H 9.99043 -55.53024 -8.69112 -0.386 -0.609 -0.579
H 9.57509 -55.94618 -7.07586 -0.503 -0.329 0.127
H 8.44371 -54.93613 -8.07674 0.518 0.363 0.416
H 4.74795 -55.89453 -6.71472 0.105 0.469 -0.093
H 5.53357 -56.02468 -8.30656 -0.289 -0.627 -0.015
H 6.09583 -54.80135 -7.35396 0.022 0.177 0.970
C 10.76834 -45.29740 -16.28502 -1.392 -0.295 0.347
O 11.09422 -43.93181 -16.58297 1.091 0.395 -0.812
P 12.38030 -43.51214 -17.48241 -1.402 0.125 -0.805
O 13.64785 -43.55348 -16.76982 0.145 -0.208 -0.223
O 12.01181 -42.02920 -18.08772 -0.266 -1.540 0.564
C 11.76552 -40.87154 -17.25082 0.124 -0.359 -0.134
O 12.27635 -44.51491 -18.77960 -0.677 1.148 0.460
C 11.01499 -44.68036 -19.47821 -0.928 0.372 -0.115
H 10.37922 -45.32415 -15.26720 0.355 0.112 0.091
H 11.49297 -46.10381 -16.39778 0.656 0.682 -0.146
H 9.90551 -45.57356 -16.89113 0.041 0.033 -0.267
H 12.43366 -40.07416 -17.57618 0.157 -0.191 0.126
H 11.91447 -41.10800 -16.19727 0.092 0.085 -0.059
H 10.74746 -40.51300 -17.40291 -0.070 -0.296 -0.036
H 11.00689 -44.42765 -20.53849 1.178 -0.128 -0.102
H 10.20246 -44.02516 -19.16417 0.285 0.239 0.865
H 10.59990 -45.68502 -19.39792 0.603 -0.186 0.274
C 6.16497 -38.11146 -12.16049 0.270 -0.618 -0.710
O 5.85363 -38.88047 -11.01398 0.413 -2.658 1.035
P 6.26600 -40.49405 -10.94540 -0.783 1.304 -0.578
O 5.73966 -41.20464 -9.74930 0.854 0.883 -1.697
O 7.89018 -40.42575 -11.10820 -1.743 1.553 -0.046
C 8.56309 -41.66053 -11.22586 -0.486 -0.676 0.726
O 5.70429 -41.03627 -12.41674 0.733 1.058 1.795
C 5.56572 -42.42971 -12.65811 0.295 -0.945 0.086
H 7.04387 -38.57797 -12.60546 0.073 0.490 -0.420
H 6.36394 -37.06900 -11.91198 -0.015 -0.198 0.337
H 5.32214 -38.16749 -12.84940 0.078 0.083 -0.123
H 8.14653 -42.22759 -10.39338 0.321 -0.929 -0.318
H 9.63178 -41.55451 -11.03936 -0.142 0.320 -0.323
H 8.32561 -42.07079 -12.20739 0.391 -0.375 0.148
H 6.39481 -42.80725 -13.25658 0.079 0.234 -0.182
H 4.64628 -42.64428 -13.20278 -0.054 0.312 0.167
H 5.59310 -43.01299 -11.73771 -0.281 0.120 0.126
C 14.61424 -50.43589 -3.08368 -1.429 -0.150 0.649
O 15.64607 -50.81778 -3.95905 0.615 -0.162 -1.742
P 15.32509 -51.68775 -5.27872 0.546 0.116 -1.615
O 14.60974 -52.95232 -5.00363 0.594 1.242 -0.486
O 14.58294 -50.62525 -6.33364 1.096 -0.953 1.720
C 14.08606 -51.07736 -7.59960 0.024 -0.510 -0.352
O 16.78611 -51.93094 -6.00025 -1.627 -0.118 1.250
C 17.78603 -50.94175 -6.30485 -0.378 -0.210 0.517
H 14.42971 -49.36170 -3.07037 0.408 0.045 -0.219
H 14.81583 -50.77567 -2.06779 0.395 0.037 -0.096
H 13.66982 -50.90863 -3.35327 -0.042 -0.068 -0.143
H 14.59309 -51.96021 -7.98895 0.103 -0.298 0.476
H 14.28254 -50.34083 -8.37872 -0.216 0.461 0.439
H 13.02239 -51.29880 -7.51202 0.070 0.133 -0.080
H 18.00023 -51.01607 -7.37100 -0.246 0.418 0.043
H 18.70410 -51.19473 -5.77452 -0.095 -0.111 0.130
H 17.44497 -49.97073 -5.94584 0.156 0.163 -0.505
C 8.28806 -55.51231 -13.87406 1.169 0.708 1.719
O 8.32454 -56.25651 -15.05551 -2.196 -1.769 -1.189
P 7.34897 -57.56007 -15.20352 0.032 0.082 -1.839
O 7.89954 -58.81688 -14.64284 -0.796 1.284 -0.371
O 5.87834 -57.07440 -14.67508 1.501 0.063 -0.596
C 4.76286 -57.93706 -14.52414 -0.832 -1.547 0.165
O 7.13236 -57.61596 -16.86772 -1.397 0.652 3.612
C 8.17701 -57.62094 -17.77317 0.848 -1.108 -0.877
H 8.04829 -54.45733 -14.00688 -0.356 -0.169 -0.484
H 9.31300 -55.52704 -13.50340 0.008 0.050 0.272
H 7.65907 -55.92811 -13.08693 -0.161 -0.080 -0.198
H 4.93436 -58.93242 -14.93397 0.344 0.039 -0.125
H 3.82348 -57.60944 -14.96948 0.516 0.835 -0.586
H 4.44570 -58.11540 -13.49667 0.772 0.364 0.400
H 8.17787 -56.74554 -18.42262 0.200 0.333 0.468
H 7.99064 -58.46308 -18.43963 0.106 -0.148 -0.129
H 9.12195 -57.83633 -17.27437 0.233 0.435 -0.212
C 2.48560 -47.64057 -8.14857 0.427 0.525 -0.603
O 1.05953 -47.51268 -7.98367 -0.667 -0.745 1.162
P 0.43381 -46.97983 -6.58016 0.265 -0.416 0.394
O 0.74507 -47.75488 -5.31927 -0.793 1.656 -2.769
O 0.96733 -45.46649 -6.63925 -0.898 -0.157 0.111
C 2.16301 -45.07919 -5.99062 0.490 0.145 0.456
O -1.15144 -46.78128 -6.91234 2.968 -1.031 1.649
C -1.70209 -46.40866 -8.11840 -1.664 0.102 -1.701
H 2.87452 -46.66447 -8.43854 0.053 0.103 0.158
H 2.70986 -48.29572 -8.99033 -0.467 -0.130 0.092
H 3.06220 -48.00800 -7.29966 -0.550 -0.029 0.328
H 2.58301 -45.96123 -5.50718 0.340 0.309 0.161
H 1.96714 -44.29004 -5.26468 -0.273 -0.245 0.221
H 2.85741 -44.62114 -6.69497 -0.017 -0.387 -0.285
H -2.28332 -45.49715 -7.97904 0.279 0.218 -0.059
H -2.42992 -47.16658 -8.40811 -0.168 -0.194 0.165
H -1.08084 -46.34181 -9.01153 0.707 0.259 0.500
C 12.79261 -53.85893 -19.52553 0.752 1.202 0.673
O 13.63702 -54.00564 -18.37408 2.272 0.575 0.941
P 14.74371 -52.82860 -18.00917 -1.284 0.171 -0.128
O 15.25188 -52.08932 -19.20306 -0.538 -1.115 1.779
O 13.84585 -51.90174 -16.99209 3.017 -0.380 -2.905
C 13.50431 -52.41594 -15.77666 -1.795 -0.627 2.760
O 15.84936 -53.54698 -17.02869 -3.123 0.839 -1.714
C 16.86256 -54.32672 -17.68489 1.312 1.389 1.518
H 11.80592 -53.71264 -19.08605 -0.301 -0.684 -0.706
H 13.02035 -54.68909 -20.19416 -0.717 0.007 0.087
H 13.07123 -52.91477 -19.99352 -0.132 -0.110 -0.461
H 13.64041 -51.68677 -14.97796 0.032 0.357 -0.222
H 14.00138 -53.30446 -15.38736 0.368 -0.159 -0.710
H 12.43849 -52.63935 -15.82359 -0.129 -0.150 0.283
H 17.68071 -53.78640 -17.20867 0.985 -0.711 -0.518
H 16.95245 -54.14090 -18.75516 -0.436 -0.526 0.029
H 16.85877 -55.33487 -17.27048 -0.294 -0.077 -0.702
```
Positions in Å, forces in eV/Å.

DFT total energy = -8381.86483 a.u.
charge = -1
highest occupied orbital energy = -6.33 eV
ΔE to the lowest compared entry with this formula, charge and spin = 20.51 kcal/mol
LUMO energy = 1.6 eV
gap between HOMO and LUMO = 7.96 eV